Computed, not measured: a molecular structure, C32H71N3O18Rb2, with ωB97M-V with the def2-TZVPD basis set.

Computed properties:
- Molar mass: 956.86 g mol⁻¹
- E_tot: -2828.4071 a.u.
- HOMO: -7.27 eV

Geometry as ORCA input:
```
! wB97M-V def2-TZVPD RIJCOSX def2/J DEFGRID3
* xyz 0 1
Rb 2.04846 3.21854 2.70157
Rb -2.49333 -0.99304 -5.24308
C 0.20791 0.51122 -0.76770
C -0.61917 0.14293 -1.84008
C -2.10007 0.46368 -1.77034
O -2.85906 0.29654 -2.78109
C -2.59249 1.22302 -0.73096
C -1.82899 1.54320 0.42192
C -0.30211 1.21520 0.36894
O 0.44295 1.53112 1.32162
O -2.33711 2.10991 1.39805
O -0.06252 -0.30507 -2.87826
H 1.28138 0.47775 -0.90353
H -3.64793 1.45898 -0.74127
C 6.85712 -4.42911 0.32527
O 5.54701 -4.92049 0.22359
C 5.18953 -5.96340 1.07458
C 5.00539 -5.49299 2.51969
N 3.86073 -4.57180 2.66554
C 2.67954 -5.10837 3.32966
C 1.78632 -3.95034 3.71052
O 1.57081 -3.10348 2.61352
C 0.80495 -1.95500 2.85868
H 7.00087 -3.78309 1.20101
H 7.07019 -3.72534 -0.47970
H 7.56257 -5.26441 0.33862
H 5.85549 -6.83319 1.12973
H 4.20561 -6.33341 0.77821
H 5.91585 -4.97402 2.84661
H 4.94944 -6.31540 3.23770
H 3.66376 -4.29864 1.70878
H 2.88853 -5.81308 4.12765
H 2.00422 -5.58993 2.59808
H 2.26519 -3.39718 4.53036
H 0.83693 -4.35552 4.08635
H 0.98858 -1.25005 2.04942
H 1.03098 -1.46643 3.81223
H -0.28097 -2.10692 2.86308
C -6.73699 -2.82321 5.45303
O -6.13755 -2.25300 4.30110
C -6.95044 -1.29095 3.64261
C -6.10069 -0.61530 2.56030
N -5.68406 -1.67435 1.64030
C -4.54631 -1.26255 0.80964
C -3.89135 -2.47001 0.12085
O -3.21230 -3.19546 1.10352
C -2.17040 -4.00907 0.62277
H -6.12445 -3.73064 5.56543
H -7.76771 -3.15540 5.33747
H -6.40245 -2.25643 6.32707
H -7.38814 -0.47033 4.22686
H -7.79851 -1.84458 3.22550
H -5.26414 -0.10696 3.04949
H -6.78300 0.09285 2.08743
H -5.36423 -2.49607 2.13712
H -3.87069 -0.63393 1.40159
H -4.85421 -0.59210 -0.00100
H -3.19253 -1.96955 -0.56488
H -4.65704 -2.95029 -0.49441
H -1.69109 -3.48331 -0.21144
H -2.60992 -4.93349 0.21719
H -1.40067 -4.36694 1.29885
C 2.82648 -4.16145 -5.93882
O 3.27634 -2.80106 -5.77529
C 2.57014 -2.20299 -4.68250
C 2.99247 -0.74266 -4.40261
N 2.13807 0.22130 -5.09170
C 2.56060 1.56469 -4.67824
C 1.53872 2.64503 -5.05591
O 2.06865 3.91497 -4.67552
C 1.13648 4.87266 -5.14699
H 2.12044 -4.48299 -5.17347
H 3.75971 -4.68996 -5.71279
H 2.48440 -4.37438 -6.94941
H 2.78042 -2.74478 -3.75278
H 1.49089 -2.30608 -4.82846
H 4.05133 -0.69099 -4.66109
H 2.87134 -0.61961 -3.31951
H 1.31212 0.16907 -4.49449
H 3.56476 1.80446 -5.02396
H 2.44488 1.61829 -3.58201
H 0.59267 2.47500 -4.53126
H 1.33923 2.46393 -6.12184
H 1.43775 5.85019 -4.76687
H 0.07568 4.78319 -4.87862
H 1.05227 4.94330 -6.23841
C 4.63562 -0.87636 2.91841
C 3.84073 -0.79555 1.62224
O 3.04169 0.36748 1.53107
O 5.23709 -2.10971 3.16517
H 4.07651 -0.50681 3.78480
H 5.40858 -0.12153 2.74287
H 3.21892 -1.68830 1.50207
H 4.60260 -0.80059 0.83289
H 2.22503 0.09674 1.09756
H 4.65512 -2.88896 3.12182
C -2.01404 5.20271 2.87826
C -1.57316 6.60447 2.59177
O -1.44766 6.92133 1.17225
O -1.18375 4.25553 2.23220
H -3.01525 4.96930 2.50614
H -1.93818 5.12208 3.97059
H -0.54555 6.83398 2.88943
H -2.15857 7.34173 3.14753
H -2.35110 7.13582 0.90691
H -1.70614 3.50291 1.90637
C 0.09135 4.88558 -1.25332
C 1.33464 3.99923 -1.43900
O 1.77511 3.55287 -0.12885
O 0.46642 6.26417 -1.22631
H -0.37992 4.74242 -0.27991
H -0.59693 4.57025 -2.04620
H 2.16365 4.49667 -1.94029
H 1.16964 3.09090 -2.02441
H 1.22527 2.78279 0.06906
H 0.04174 6.67059 -0.46403
C -3.83956 4.38445 -2.14110
C -3.74369 4.96738 -0.70420
O -4.33069 4.06605 0.22795
O -2.62567 3.73980 -2.49152
H -4.01695 5.16041 -2.88807
H -4.67872 3.68469 -2.15491
H -4.34178 5.88474 -0.70785
H -2.73210 5.29675 -0.45987
H -3.67440 3.43452 0.56602
H -2.59945 2.84899 -2.11229
*
```

---

Computed, not measured: 2 unconnected molecules or ions with the total composition C8H14O, with ωB97M-V with the def2-TZVPD basis set.

Computed properties:
- Molar mass: 126.20 g mol⁻¹
- E_tot: -388.3774 a.u.
- Structure (SMILES): C=C(C)/C=C/C=C/C.O
- Energy relative to the best compared isomer or geometry (same formula, charge and spin): 169.5 kJ/mol
- HOMO: -9.08 eV

Geometry as ORCA input:
```
! wB97M-V def2-TZVPD RIJCOSX def2/J DEFGRID3
* xyz 0 1
C 2.07643 -0.94147 1.61494
C 0.69494 -0.71319 2.17429
C 0.37545 -0.87772 3.45262
C -0.52903 0.62990 0.48644
C -0.39523 -0.49058 1.18799
C -2.75510 1.45245 -2.61024
C -1.58144 1.01362 -1.74619
C -1.63618 1.00658 -0.41800
H 2.65669 -0.00809 1.53396
H 1.93871 -1.21893 0.56778
H 2.73044 -1.56910 2.21565
H -0.66320 -0.83939 3.74657
H 1.10885 -1.00508 4.23425
H 0.28956 1.30653 0.51855
H -1.17305 -1.24955 1.10345
H -2.59982 2.46539 -2.95448
H -2.86751 0.66716 -3.36269
H -3.65748 1.36593 -2.00797
H -0.66609 0.65983 -2.20481
H -2.47974 1.49298 0.06683
H 3.41057 -1.17646 -2.14417
H 2.01158 -1.07068 -2.81895
O 2.90132 -0.71809 -2.80751
*
```

---

Computed, not measured: a molecular structure, C22H19MnN5O3, with ωB97M-V with the def2-TZVPD basis set.

Computed properties:
- Molar mass: 456.36 g mol⁻¹
- E_tot: -2500.1772 a.u.
- Energy relative to the best compared isomer or geometry (same formula, charge and spin): 145.7 kJ/mol
- ⟨S²⟩: 8.76
- HOMO (spin up / spin down): -5.86 / -5.94 eV

Geometry as ORCA input:
```
! wB97M-V def2-TZVPD RIJCOSX def2/J DEFGRID3
* xyz 0 6
Mn 0.39510 -0.19275 0.56329
O 2.21920 0.36050 1.35104
C 3.02313 1.33202 0.94662
C 4.07553 1.70153 1.85413
C 5.17732 2.41468 1.39678
C 5.23356 3.01520 0.12702
C 4.16547 2.75227 -0.70501
C 3.01941 2.03515 -0.35639
C 1.95695 1.90152 -1.21302
N 0.75920 1.50374 -0.80585
N -0.29513 1.93554 -1.40623
C -1.41246 1.64019 -0.72096
O -1.47828 0.77569 0.17057
C -2.66181 2.36756 -1.05936
C -2.58086 3.56624 -1.79733
C -3.71090 4.38745 -1.97639
C -4.89281 4.05201 -1.33891
C -4.97840 2.89197 -0.56576
C -3.87876 1.99282 -0.51753
H 4.07842 1.33899 2.86684
H 6.01713 2.49235 2.13122
H 6.05873 3.58104 -0.26988
H 4.33561 2.97549 -1.74108
H 2.02218 2.25773 -2.27935
H -1.61967 3.83070 -2.25190
H -3.67901 5.30506 -2.62558
H -5.82548 4.58265 -1.59280
H -5.90008 2.70759 0.01337
H -4.00740 1.01691 -0.02718
O -0.91632 -1.84285 0.45342
N -1.31915 -2.79242 1.26916
C -2.40341 -3.54145 0.80417
C -2.89296 -4.58233 1.58318
C -2.33998 -4.80679 2.83954
C -1.34584 -3.99477 3.27426
C -0.80658 -3.00476 2.50159
H -2.84199 -3.13440 -0.10241
H -3.71257 -5.15113 1.20235
H -2.67213 -5.68646 3.45298
H -0.95252 -4.03400 4.32035
H -0.00101 -2.30169 2.75989
N 1.49484 -3.50327 -2.02885
C 2.65337 -3.40718 -1.29308
C 2.55850 -2.27570 -0.54612
N 1.42111 -1.56904 -0.92191
C 0.80162 -2.36552 -1.79038
H 1.14217 -4.28788 -2.57927
H 3.47621 -4.09177 -1.41783
H 3.21631 -1.94314 0.25071
H -0.17557 -2.20532 -2.20215
*
```

---

Computed, not measured: a molecular structure, C25H23AsBr2N2OPt, with ωB97M-V with the def2-TZVPD basis set.

Computed properties:
- Molar mass: 797.28 g mol⁻¹
- E_tot: -8654.2940 a.u.
- Energy relative to the best compared isomer or geometry (same formula, charge and spin): 0.0 kJ/mol
- ⟨S²⟩: 2.04
- HOMO (spin up / spin down): -5.33 / -7.68 eV

Geometry as ORCA input:
```
! wB97M-V def2-TZVPD RIJCOSX def2/J DEFGRID3
* xyz 0 3
Pt -0.32527 -0.19796 -0.15990
Br 4.99137 -3.15296 3.98610
C 3.91273 -2.25314 2.71197
C 4.41070 -2.00224 1.43558
C 3.62012 -1.34608 0.52174
C 2.31598 -0.91440 0.82280
O 1.68676 -0.24511 -0.12760
C 1.81632 -1.18520 2.12602
C 0.49173 -0.86834 2.62785
N -0.47562 -0.38460 1.93961
C -1.79337 -0.15666 2.35528
C -2.19960 -0.09643 3.69905
C -3.53028 0.11353 4.00028
C -4.47895 0.26511 2.99371
C -4.10980 0.21303 1.63956
C -5.01216 0.37845 0.56272
C -4.55263 0.29259 -0.75095
C -3.22284 0.06128 -1.00115
N -2.32744 -0.07584 0.01521
C -2.73703 -0.00528 1.32087
C 2.64642 -1.85277 3.04575
H 5.40660 -2.32588 1.16584
H 3.98499 -1.13974 -0.47596
H 0.31222 -1.10284 3.67689
H -1.46858 -0.19139 4.49066
H -3.83598 0.16942 5.03691
H -5.51883 0.43424 3.24164
H -6.05684 0.56104 0.77609
H -5.23143 0.39709 -1.58596
H -2.82881 -0.04968 -2.00112
H 2.26482 -2.05764 4.03828
C 1.28141 3.29735 0.12348
As -0.29169 2.32158 -0.44495
C -0.61143 3.06698 -2.20547
C -1.69241 3.20187 0.57004
H 1.21060 4.33732 -0.19244
H 2.17347 2.83629 -0.29557
H 1.34228 3.24729 1.20975
H -0.75578 4.14264 -2.11067
H -1.50372 2.61523 -2.63535
H 0.23802 2.86531 -2.85554
H -1.56573 4.28270 0.51070
H -1.64354 2.88012 1.60965
H -2.66524 2.92203 0.16570
Br -0.36944 -6.86884 -0.81340
C -0.37558 -4.98230 -0.60880
C -1.28213 -4.39515 0.25596
C -1.28176 -3.01356 0.40063
C -0.38513 -2.22104 -0.30824
C 0.52158 -2.83738 -1.16746
C 0.52749 -4.21797 -1.32600
H -1.98175 -5.00633 0.80985
H -1.99859 -2.56297 1.07739
H 1.24464 -2.24397 -1.71390
H 1.23474 -4.69132 -1.99345
*
```

---

Computed, not measured: a molecular structure, C13H30AuNO5PS, with ωB97M-V with the def2-TZVPD basis set.

Computed properties:
- Molar mass: 540.39 g mol⁻¹
- E_tot: -1819.7193 a.u.
- Energy relative to the best compared isomer or geometry (same formula, charge and spin): 0.0 kJ/mol
- HOMO: -4.04 eV

Geometry as ORCA input:
```
! wB97M-V def2-TZVPD RIJCOSX def2/J DEFGRID3
* xyz -1 1
Au -1.38825 2.04675 -0.07133
S -1.28918 3.92743 -1.24816
C -2.39672 1.17569 -1.56205
H -3.24777 0.72081 -1.05810
H -1.71646 0.42790 -1.96691
H -2.69265 1.90846 -2.30463
C -3.62743 -2.73359 -0.71528
C -2.25153 -2.58833 -0.08167
C -1.17010 -2.68335 -1.15292
C -2.04843 -3.65656 0.98749
O -2.24795 -1.26016 0.47012
P -1.38703 -0.72208 1.71775
O -1.70201 -1.40095 2.99209
O -1.58102 0.78626 1.65443
O 0.08582 -1.11885 1.20226
C 1.25528 -1.15393 2.05997
C 1.22364 -2.45201 2.85908
C 2.43381 -1.13682 1.10293
C 1.30014 0.05458 2.98731
H -3.70732 -3.68807 -1.24008
H -3.79484 -1.92254 -1.42664
H -4.40226 -2.68331 0.05188
H -1.20807 -3.66516 -1.63129
H -0.18451 -2.53378 -0.71474
H -1.32862 -1.91505 -1.91327
H -2.16596 -4.64293 0.53177
H -2.77304 -3.53639 1.79288
H -1.05398 -3.58628 1.43036
H 1.27681 -3.31114 2.18465
H 0.29539 -2.51246 3.42902
H 2.07361 -2.48967 3.54444
H 2.36824 -1.98473 0.41575
H 3.37146 -1.21006 1.66109
H 2.42882 -0.21138 0.52860
H 0.44567 0.05489 3.66728
H 1.28783 0.97652 2.40602
H 2.21800 0.01271 3.57852
C 1.33239 1.60897 -2.58652
N 1.88376 2.83060 -2.02661
C 2.02401 3.95498 -2.93593
C 1.81888 3.02462 -0.68375
C 2.21031 4.38394 -0.16958
O 1.44183 2.14403 0.08009
H 2.00906 1.21448 -3.34922
H 0.35029 1.80983 -3.02374
H 1.21336 0.87881 -1.79110
H 1.96156 3.57807 -3.95509
H 2.98848 4.45288 -2.82032
H 1.21687 4.67835 -2.79366
H 3.16531 4.72491 -0.57255
H 2.25686 4.33054 0.91385
H 1.42765 5.09256 -0.45450
*
```

---

Computed, not measured: 3 unconnected molecules or ions with the total composition C3H12N4S, with ωB97M-V with the def2-TZVPD basis set.

Computed properties:
- Molar mass: 136.22 g mol⁻¹
- E_tot: -737.8788 a.u.
- Energy relative to the best compared isomer or geometry (same formula, charge and spin): 209.4 kJ/mol
- HOMO (spin up / spin down): -14.00 / -14.39 eV

Geometry as ORCA input:
```
! wB97M-V def2-TZVPD RIJCOSX def2/J DEFGRID3
* xyz 2 1
C 4.77443 10.13749 6.32925
C -2.51748 -6.49789 -3.25687
C -4.03362 -6.27182 -3.32634
N 4.10857 9.35157 7.08048
N -2.21828 -5.93695 -6.45967
N 4.54757 8.68281 8.16429
N -2.48651 -5.88763 -7.61540
S -4.66957 -6.82441 -4.87749
H 4.47638 10.40848 5.31246
H 5.73752 10.45963 6.71664
H -2.10668 -7.43188 -3.58210
H -2.18099 -5.78689 -3.97911
H -2.18386 -6.24828 -2.20366
H -4.45570 -5.25289 -3.25963
H -4.25000 -7.09468 -2.63027
H 3.30082 8.86677 6.61354
H 5.17956 9.17446 8.72489
H 3.97431 7.91041 8.43861
H -1.55990 -5.56212 -8.28603
H -3.43656 -6.19616 -7.90359
*
```

---

Calculated strongest force on any atom (eV/A), listed in the same order as above: 2.67; 1.76; 4.71; 0.36; 1.05; 3.62